[1]
This record from the Open Molecules 2025 dataset describes 6 unconnected molecules or ions with the total composition C47H61ClN7O11 at a distorted geometry. The level of theory is the ωB97M-V functional and the def2-TZVPD basis.

The geometry in XYZ format:
```
127
Properties=species:S:1:pos:R:3:forces:R:3
H -6.21833 0.81126 -1.46115 -0.49 0.28 0.57
H -9.67285 4.56676 4.30504 0.02 0.00 0.06
C 3.62910 7.98275 -3.91191 0.11 -0.10 -0.13
C -2.43773 3.42857 -2.78373 -0.50 1.18 0.03
C 9.21440 -9.82826 0.65480 0.06 0.01 -0.15
H 6.09688 7.12076 -6.07135 -0.04 -0.04 0.01
C 8.68338 -5.13032 1.79075 0.08 0.19 -0.06
H 3.09617 1.65926 -0.71927 -0.30 -0.69 0.18
C -9.03212 3.81946 4.75542 0.13 -0.17 -0.01
H 7.90686 -9.35003 3.76031 -0.03 0.10 -0.16
O -7.06348 1.99209 8.59553 0.14 -0.17 -0.05
C -8.42020 2.85704 3.96138 0.11 0.02 0.08
C 0.04046 -2.00462 3.21874 0.03 0.09 0.13
N 7.65568 -8.07874 1.40500 -0.18 -0.05 0.02
H -7.98928 0.84774 0.99671 -0.35 0.49 -0.56
C -6.56254 1.70759 -0.88978 0.55 1.31 -1.15
C 7.39423 -4.80382 1.38744 0.13 0.28 -0.01
C 9.77051 -4.40831 1.31230 -0.24 -0.03 -0.01
H -3.03610 3.69706 -3.68758 0.28 -0.32 0.53
C -3.26116 3.79974 -1.48930 1.12 -1.34 -0.11
H -0.96540 -5.41631 1.70004 0.02 0.05 -0.02
Cl -10.08166 1.96910 1.06428 0.41 -0.27 -0.60
C -4.23172 2.63644 -1.09331 -1.02 1.60 0.06
H 9.19191 -9.41892 -0.34583 -0.11 0.11 0.11
H 4.70913 5.09458 -6.24482 -0.16 -0.06 0.09
H 5.41826 8.96554 -4.57381 -0.03 -0.03 -0.01
H -0.24562 -2.94477 5.12380 0.02 0.03 -0.04
H -3.73810 4.79550 -1.55640 0.03 -0.57 -0.09
H -8.52451 -0.82904 -0.56088 0.01 0.02 0.26
N 8.07061 -1.96207 -0.93407 0.01 0.12 -0.09
H -3.92211 1.68499 -1.56776 -0.01 0.43 0.50
C -7.59374 1.89784 4.53540 -0.15 0.21 0.04
C 3.91426 -0.38505 -0.66967 -0.46 0.95 1.03
C 9.57320 -3.36225 0.42150 0.17 0.03 -0.02
H 2.27551 2.86216 -2.71226 -0.09 -0.61 0.15
C -0.27934 -3.06936 4.04930 -0.04 -0.10 -0.18
H -2.28831 2.33288 -2.80657 0.20 0.59 0.00
H 6.18122 -3.50948 0.19081 0.12 0.12 -0.10
H 1.52113 -0.18534 -2.64791 0.38 0.32 0.30
O 0.70094 -0.02512 1.48600 -0.28 -0.15 0.07
H 3.13080 0.51242 -3.05924 -0.67 0.06 0.13
C -7.38064 1.89406 5.90650 0.09 -0.16 -0.02
H -1.41756 5.33008 -2.65740 0.16 -0.63 -0.19
O 7.64315 -7.65289 0.27158 -0.06 -0.01 -0.12
H 3.43167 -0.66940 1.44005 0.70 0.08 -0.05
C -0.63743 -4.29578 3.50193 0.00 0.02 -0.01
H 10.77304 -4.66341 1.63128 -0.02 0.04 -0.03
H 1.92872 6.77808 -3.42537 0.02 -0.17 -0.09
H 3.33283 8.79359 -3.25911 -0.02 -0.05 -0.02
H -6.21655 1.61287 0.16119 -0.56 -0.13 -0.59
C 8.28198 -3.04936 0.02015 0.10 -0.55 0.44
H -0.47212 1.67792 -2.03966 0.33 0.57 0.31
H -6.73658 1.14504 6.34637 -0.07 0.11 0.16
H 10.42406 -2.80720 0.05113 -0.16 0.07 -0.09
C -0.68523 -4.46000 2.12244 0.02 0.15 0.14
C 2.23155 0.63186 -2.41291 0.62 1.10 0.60
C 2.83936 6.84579 -4.00502 -0.09 0.06 0.11
H 0.32167 -1.05432 3.65166 0.03 0.01 -0.19
H 0.58393 2.11167 -0.68288 0.18 0.00 -0.72
H 4.27747 0.84427 1.08466 0.38 -0.71 0.06
H -8.20878 0.55815 -2.56857 0.29 0.26 0.36
H -0.70383 4.27309 -3.87825 -0.22 -0.31 0.64
C -5.73103 2.91715 -1.48364 0.22 -0.94 0.13
C -8.82610 3.82061 6.12797 -0.10 0.11 0.01
C 4.40244 5.89933 -5.59088 0.11 -0.07 -0.10
H -6.10094 3.87665 -1.06457 0.32 -0.53 -0.09
C -1.12471 4.26807 -2.85657 0.09 0.20 0.62
O 7.03866 -7.58651 2.33415 -0.05 -0.25 0.03
H 4.80519 -0.10440 -1.26180 -0.52 -0.45 0.03
H -4.23165 2.57403 0.02012 0.13 -0.39 -0.72
C 3.23756 5.81095 -4.84094 0.40 0.58 0.09
C 4.80108 8.07879 -4.65293 -0.01 -0.02 -0.01
H -10.50446 -1.04915 -1.72990 0.30 0.51 0.45
H 3.53625 -1.40420 -0.90382 0.60 0.49 0.01
N -9.26443 -0.22875 -0.20961 -0.17 0.67 -0.32
C 0.36257 2.35452 -1.74408 0.37 0.41 -0.44
C -10.13648 1.08651 -2.14775 -2.13 -0.21 1.16
O 6.92818 -1.70185 -1.24944 -0.19 0.01 -0.02
H -0.42457 4.12586 -0.75125 0.07 -0.03 -0.76
C 1.55893 2.01928 -2.71565 -0.74 -0.87 -0.11
H -10.67322 1.97073 -1.74297 0.71 -0.27 -0.43
H 1.16295 1.93239 -3.75432 0.20 0.44 0.63
H -0.87884 -5.12731 4.15301 0.01 0.03 -0.03
C 2.74546 0.62124 -0.93118 0.01 -0.84 -0.87
C 7.18743 -3.75763 0.50013 -0.07 -0.02 0.04
H 8.84183 -5.94995 2.47998 -0.01 0.08 0.03
N 0.35366 -1.06911 0.96425 0.03 0.21 0.05
O -8.53557 2.36508 -3.26862 0.83 0.76 0.25
H 0.87131 4.50784 -1.88481 -0.61 -0.41 -0.12
N -7.80168 2.83821 8.13963 0.06 0.00 0.33
O 9.04768 -1.38272 -1.35927 0.17 0.06 -0.03
C 10.03881 -11.46999 2.20855 -0.02 0.02 0.00
N 2.42140 4.60147 -4.92329 -0.06 -0.10 -0.07
C -8.10428 1.92217 -0.96550 0.72 -0.47 1.67
N -8.68392 1.41647 -2.25429 -1.31 -0.80 -0.86
H -7.11691 1.14958 3.91412 0.02 0.00 0.08
H -8.98912 2.03920 -4.05973 -0.12 -0.20 0.00
H 9.30922 -11.32009 4.22214 -0.03 0.04 -0.02
C -8.00464 2.85377 6.69090 -0.12 0.00 -0.77
O 2.81081 3.70227 -5.63526 0.06 -0.11 -0.12
C -10.38196 -0.10495 -1.15687 0.33 -0.49 -0.22
C 8.46906 -9.26115 1.68006 0.43 -0.53 0.17
C 8.49135 -9.78976 2.96382 -0.04 0.01 0.16
C 5.18507 7.04098 -5.49401 -0.16 0.06 0.14
C -8.74674 1.07030 0.22129 -0.26 -0.71 -0.10
C -0.36962 -3.39965 1.28488 -0.03 -0.10 -0.12
C -0.04367 3.88594 -1.77388 -0.45 -0.80 0.04
H -9.30768 4.57042 6.74054 0.10 -0.12 0.13
H -8.58883 2.85401 2.89180 0.06 0.07 0.18
O 0.28638 -1.25077 -0.23533 -0.17 -0.05 -0.01
H -11.31689 0.00690 -0.57163 0.49 0.35 -0.57
C -0.00380 -2.18178 1.84250 -0.10 -0.55 0.43
H 6.55272 -5.36600 1.76261 0.03 0.03 -0.05
H -5.86144 2.97139 -2.58672 0.12 -0.03 0.61
H 10.59382 -11.38426 0.13632 -0.04 0.04 0.00
C 9.28110 -10.90026 3.22509 0.05 0.02 -0.20
H -8.37489 2.99206 -0.88374 0.06 -0.60 -0.21
O 1.39795 4.56140 -4.26788 0.13 0.29 -0.23
H 5.24338 -0.72374 1.11936 -0.51 0.25 0.02
H -2.50354 3.86362 -0.67486 -0.58 0.10 -0.45
H 10.66018 -12.33238 2.41750 -0.03 0.03 -0.01
H -10.60152 0.83331 -3.12131 0.80 0.29 0.25
C 4.28165 -0.24629 0.86327 -0.83 0.03 -1.00
H -0.40835 -3.53483 0.21268 0.09 0.17 0.03
C 10.00347 -10.93689 0.92532 -0.08 0.03 0.19
H 1.89864 0.31876 -0.28027 0.85 0.77 -0.36
O -8.38578 3.66936 8.79890 -0.13 0.18 -0.01
```
Forces are in eV/Å.

orbital gap	7.28	eV
charge	+1
strongest force on any atom	2.437	eV/Å
highest occupied orbital energy	-10.556	eV
calculated total energy	-95181.41919	eV

Here are the Mulliken charges for atoms 1 to 6, given in e: 0.24, 0.38, -0.58, -0.74, -0.34, 0.38

=====

[2]
This record from the Open Molecules 2025 dataset describes a gas-phase ion, C5H9N2 (charge +1) at a distorted geometry. The level of theory is the ωB97M-V functional and the def2-TZVPD basis.

The geometry in XYZ format:
```
16
Properties=species:S:1:pos:R:3:forces:R:3
H 2.93199 1.16687 1.26872 -0.64 -0.26 0.19
H -1.94646 1.35998 -0.61746 2.42 -1.60 0.62
N -0.95371 -0.53960 -0.17032 -1.58 0.54 -0.39
H 1.21952 -0.90055 1.44710 -1.07 -0.09 -1.17
C 1.44463 -0.44947 0.45883 2.68 1.37 2.06
H -1.93671 -2.37352 -0.69486 -1.07 2.35 0.29
C -0.92723 0.77140 -0.38900 -2.43 0.15 -1.20
H -0.06185 -1.07226 -0.28773 -0.72 0.37 0.30
C 0.29100 1.44409 -0.50029 -1.07 4.10 0.72
H -2.52199 -1.55571 0.69535 -1.02 -0.75 3.96
N 1.28918 0.77569 -0.01918 -0.77 -2.52 -0.31
H 0.36948 2.60172 -0.55300 -0.08 -2.40 -0.53
C -2.22937 -1.32962 -0.22945 2.09 -0.29 -4.08
C 2.58527 0.54732 0.43673 3.73 -0.81 0.13
H -3.03522 -0.70030 -0.67920 0.77 -0.97 -0.23
H 3.48145 0.25396 -0.16623 -1.25 0.81 -0.37
```
Forces are in eV/Å.

ΔE to the lowest compared entry with this formula, charge and spin	6.5779	eV
orbital gap (alpha / beta)	7.69 / 7.69	eV
charge	+1
strongest force on any atom	4.590	eV/Å
highest occupied orbital energy (alpha / beta)	-13.257 / -13.259	eV
SMILES	CN/C=C\[N+]1=CC1
calculated total energy	-8299.15436	eV

Here are the Mulliken charges for atoms 1 to 6, given in e: 0.29, 0.28, -0.09, 0.30, -0.41, 0.27

=====

[3]
This record from the Open Molecules 2025 dataset describes a molecular structure, C34H38N3O24V at a distorted geometry. The level of theory is the ωB97M-V functional and the def2-TZVPD basis.

The geometry in XYZ format:
```
100
Properties=species:S:1:pos:R:3:forces:R:3
O -15.95268 -8.86556 -23.81804 0.51 -0.50 2.37
H -10.43200 -6.24201 -20.76132 -0.21 0.28 -0.42
C -10.71381 -10.10386 -27.45166 -2.16 1.00 -0.06
C -14.93465 -6.18842 -30.46129 -0.61 4.49 -1.34
C -11.39225 -11.11902 -26.59517 -0.48 0.68 -0.45
O -13.71408 -4.84501 -33.63325 0.55 0.27 -0.97
H -14.71544 -8.96600 -32.43405 0.26 -0.17 0.11
H -8.86064 -10.56695 -22.49260 -0.16 -0.22 0.06
N -22.64205 -7.10067 -28.93456 1.46 -0.29 0.07
C -8.78645 -11.74531 -27.37007 -0.91 2.24 0.08
H -22.46003 -5.90033 -30.50846 -0.49 0.76 -0.32
H -17.17645 -4.64086 -17.97094 -0.01 -0.16 -0.40
H -12.84862 -8.72053 -21.37989 -0.10 -0.63 -0.07
O -15.80197 -8.34177 -30.21921 -0.32 -1.26 -0.22
O -14.68456 -7.52736 -25.02442 1.18 1.41 -0.30
C -17.52234 -7.88904 -15.87483 -0.37 0.42 1.07
C -15.13495 -1.11867 -23.32609 1.41 -0.16 0.03
H -14.86637 -1.17919 -24.38076 -0.42 -0.07 -0.21
C -14.32961 -2.85088 -21.76563 4.22 1.46 0.69
H -14.39250 -3.89983 -21.43707 -0.47 0.20 0.17
O -9.12569 -13.96257 -26.44028 -1.47 2.68 -0.35
C -17.22987 -5.57056 -17.42397 0.28 -0.10 0.28
C -13.71460 -7.11340 -32.97246 0.64 -1.91 -2.31
O -17.56461 -6.44589 -13.91636 -0.32 -1.73 -1.39
H -9.00598 -8.68060 -28.27852 -0.53 0.27 -0.08
H -24.11009 -5.78739 -29.66292 0.25 -0.12 -0.25
H -16.10782 -0.64315 -23.20166 -0.04 -0.25 0.08
H -11.10245 -1.41256 -27.33818 -0.65 0.67 0.26
O -16.87339 -4.34983 -15.33613 -0.61 -2.91 -1.49
C -10.69039 -9.48906 -21.85829 2.48 -4.02 -1.46
C -8.33221 -8.53827 -22.22916 -2.56 -2.86 1.07
H -17.17282 -2.90584 -22.63792 -0.17 0.31 -0.45
C -10.32414 -3.98975 -25.76789 -0.80 -1.06 2.08
O -11.43402 -10.49301 -22.00743 1.03 3.21 0.63
C -23.54651 -8.01381 -28.53186 -0.51 0.20 -0.91
H -9.92842 -3.35661 -24.97376 0.50 0.59 -0.43
H -17.58900 -7.76398 -19.67713 0.07 -0.61 0.36
O -13.07234 -7.52389 -33.96257 -1.37 1.15 2.44
O -18.86045 -11.62432 -22.86632 -0.51 -0.08 -1.09
H -14.35176 -0.47827 -22.92039 -0.18 -0.23 0.47
O -15.44543 -5.67275 -29.47734 0.19 -1.78 0.62
C -15.74785 -8.26137 -24.88900 -3.66 -3.77 0.06
C -9.22220 -9.61015 -22.14587 1.32 1.05 -1.04
O -17.40790 -9.21700 -17.91576 -0.22 2.17 0.68
H -11.27631 -4.26354 -25.31345 -0.08 -0.75 0.37
C -13.96804 -5.71172 -32.67410 -0.07 1.33 0.80
V -18.50305 -11.24454 -24.32951 0.28 1.54 -1.10
C -11.57300 -2.16830 -26.70926 0.63 0.06 -0.79
O -7.06499 -8.61761 -22.56329 0.06 -0.88 -0.45
H -17.59628 -8.74186 -15.21634 -0.08 -0.16 -0.02
O -24.75925 -7.90134 -28.71000 1.15 -0.32 0.53
H -10.87159 -3.04695 -28.94280 0.26 0.30 -0.16
H -20.81579 -8.21392 -28.71178 -0.32 -0.22 0.41
H -12.59363 -2.37355 -27.03219 -0.14 0.21 0.21
C -14.49436 -7.96510 -32.09387 -0.07 -0.91 -0.17
O -17.64009 -6.87071 -19.32918 0.13 1.22 -0.75
C -17.13897 -5.41147 -15.95909 -0.03 2.14 -1.16
O -11.70930 -13.27344 -25.76579 -0.42 -1.05 0.67
N -15.07982 -2.48513 -22.77159 -4.27 0.69 -3.07
C -17.40616 -6.78286 -18.02828 -0.17 0.29 -0.61
C -14.50714 -5.27028 -31.52161 1.03 -0.67 -0.81
N -10.72840 -3.32018 -26.94333 0.51 0.81 0.25
O -9.74543 -4.65625 -28.44247 0.97 -0.63 -0.58
H -16.04388 -7.98639 -29.36085 0.06 0.62 0.26
C -15.05250 -7.53381 -30.96118 -0.11 -1.83 1.06
C -9.58666 -12.83092 -26.66596 2.72 -0.56 -0.79
H -16.12745 -4.25852 -22.83982 -0.15 -0.24 0.03
C -16.31157 -3.25013 -23.21046 1.47 -1.06 2.00
O -12.29467 -8.05601 -20.96377 0.19 0.96 0.38
H -17.20407 -5.56583 -13.78550 0.05 0.85 0.13
H -16.50786 -3.40745 -24.27103 0.39 0.87 -0.04
C -21.15855 -7.17999 -28.67192 -1.55 -1.06 0.08
H -13.92354 -3.99269 -33.24429 0.11 0.53 -0.43
H -20.98726 -6.76981 -27.67667 0.51 0.21 -0.25
H -12.62072 -12.97233 -25.74985 -0.20 0.08 0.18
C -17.50699 -6.64802 -15.26844 0.92 -1.58 1.65
O -13.37956 -2.10720 -21.40707 -1.78 -1.59 0.27
O -8.04564 -6.30372 -21.86373 0.97 1.27 0.23
O -16.55294 -8.50220 -25.82904 0.34 1.07 -1.63
H -6.72695 -7.71952 -22.59065 0.28 0.75 0.14
C -10.37226 -3.66251 -28.17863 -0.91 -0.60 -0.04
H -7.71872 -11.76511 -27.53123 0.10 -0.88 0.03
O -11.29397 -9.08440 -27.93603 2.36 -3.16 1.57
C -9.28317 -10.47917 -27.66652 0.67 -0.67 -0.26
H -14.67911 -4.20446 -31.55116 -0.26 0.13 1.06
C -10.94441 -12.34733 -26.29530 0.32 0.33 -0.74
H -9.68811 -4.87459 -25.79312 -0.14 0.22 -0.90
H -20.55871 -6.74663 -29.47222 -0.42 0.66 0.16
C -23.02639 -5.86763 -29.57770 0.42 -0.28 0.61
H -22.64205 -5.10314 -28.90248 -0.12 0.63 -0.43
O -8.51002 -9.49896 -28.20170 0.22 -1.37 0.43
C -8.80345 -7.23239 -21.75220 -0.07 -0.16 -0.92
C -17.45223 -8.12782 -17.33795 0.38 0.18 1.61
H -11.51553 -1.89611 -25.65536 -0.15 0.12 -0.23
C -10.15161 -7.12113 -21.32251 -2.17 -1.48 1.38
H -14.79225 -7.17964 -25.91274 0.41 0.36 -0.45
O -19.70956 -11.42706 -25.34991 1.46 -0.01 2.12
C -11.02403 -8.18793 -21.36042 -1.13 2.75 0.35
H -23.03075 -8.89945 -28.12960 -0.36 -0.17 0.31
H -12.40998 -10.94609 -26.27782 -0.23 0.51 -0.18
```
Forces are in eV/Å.

ΔE to the lowest compared entry with this formula, charge and spin	5.5225	eV
orbital gap	3.82	eV
charge	0
strongest force on any atom	5.300	eV/Å
highest occupied orbital energy	-8.845	eV
calculated total energy	-115160.20600	eV

Here are the Mulliken charges for atoms 1 to 6, given in e: -0.70, 0.47, 0.52, 0.61, -0.96, -0.45